(1)
# C4H9NO

A 2-piece molecular cluster, C4H9NO overall at a distorted geometry (wB97M-V/def2-TZVPD, OMol25).

Cartesian coordinates (Å):
C1 -0.68137 -1.45485 -2.46373
C2 -0.63327 -1.14245 -0.95102
C3 0.21066 -1.54650 -0.03545
N1 0.47808 -1.27614 1.36590
C4 -0.03300 -0.18018 1.85939
H1 -0.06736 -2.27935 -2.70884
H2 -0.24508 -0.48561 -2.91555
H3 -1.68220 -1.72204 -2.77754
H4 -1.76543 -0.72649 -0.61315
H5 1.08215 -2.05783 -0.33434
H6 -0.63278 0.55884 1.50512
H7 0.16403 -0.14533 2.87312
H8 1.04088 4.83386 1.91924
H9 1.11617 3.38564 1.69233
O1 1.64853 4.23842 1.58451

Atomic forces in eV per Å
1.1 2.1 1.9
-8.4 1.1 -3.0
4.9 -0.3 5.1
-2.5 1.6 -3.4
1.8 -3.9 0.9
1.1 -0.7 -0.2
-0.9 -1.4 0.1
-0.3 0.7 0.0
3.4 -0.7 -0.6
0.8 -1.1 -0.9
-1.4 2.1 -2.1
0.3 0.5 2.2
-1.7 2.5 1.1
1.4 1.6 -0.3
0.3 -4.0 -0.7

Output
- orbital gap (alpha / beta) (Ha) = 0.3153 / 0.1879
- LUMO energy (alpha / beta) (eV) = -5.631 / -9.099
- E_HOMO (alpha / beta) (eV) = -14.2 / -14.2
- spin multiplicity = 2
- energy above the lowest of the compared OMol25 structures with the same formula, charge and spin (kJ/mol) = 388.10
- net charge = +1

---

(2)
# C4H9NO

A 2-piece molecular cluster, C4H9NO overall at a distorted geometry (wB97M-V/def2-TZVPD, OMol25).

Cartesian coordinates (Å):
C1 1.69626 -0.74966 1.56430
C2 0.44202 -1.02534 0.75676
C3 -0.19785 -0.82733 -1.48254
N1 0.61444 -0.42601 -0.56141
H1 1.69374 -1.17248 2.55285
H2 2.55014 -1.09461 1.02319
H3 1.83416 0.38273 1.67408
H4 -0.41777 -0.52068 1.23715
H5 0.23725 -2.10940 0.67266
H6 -0.93752 -1.62197 -1.30480
H7 -0.13916 -0.40721 -2.51107
O1 -0.81760 2.81308 -0.38486
C4 -1.82974 2.38445 -0.89830
H8 -2.84670 2.92223 -0.80291
H9 -1.88167 1.45218 -1.53510

Atomic forces in eV per Å
0.2 2.1 0.3
0.9 1.2 2.3
2.6 2.3 -0.6
-4.8 -3.5 -2.1
-0.2 -0.3 0.3
0.6 -0.4 -0.2
-0.3 -1.6 -0.1
0.4 -0.1 -0.4
0.3 0.4 -0.5
0.3 0.2 0.3
0.0 -0.2 0.7
-1.2 -1.1 -0.8
-0.4 1.1 0.4
1.3 -0.6 0.0
0.3 0.4 0.4

Output
- orbital gap (alpha / beta) (Ha) = 0.3087 / 0.1609
- LUMO energy (alpha / beta) (eV) = -5.615 / -9.467
- E_HOMO (alpha / beta) (eV) = -14.0 / -13.8
- spin multiplicity = 2
- energy above the lowest of the compared OMol25 structures with the same formula, charge and spin (kJ/mol) = 336.96
- net charge = +1

---

(3)
# C4H9NO2

An isolated ion of composition C4H9NO2 and charge -1 at a distorted geometry (wB97M-V/def2-TZVPD, OMol25).

Cartesian coordinates (Å):
O1 1.89513 -0.58552 -2.25759
C1 0.83227 -0.24886 -1.64588
C2 0.62730 -0.61288 -0.13710
C3 -0.13476 0.50604 0.58211
C4 -1.68296 0.23744 0.63738
O2 -2.40330 1.45555 0.73030
N1 1.92410 -0.87839 0.49010
H1 -0.14926 -0.15325 -2.18136
H2 0.05654 -1.54142 -0.06754
H3 -0.03398 1.39049 -0.05341
H4 0.16900 0.52973 1.63025
H5 -1.98506 -0.35265 1.48918
H6 -1.88220 -0.25653 -0.31977
H7 -1.95664 2.18202 0.32490
H8 2.37038 -0.02883 0.77167
H9 2.35344 -1.64294 0.00676

Atomic forces in eV per Å
0.1 -0.4 -0.3
-0.7 0.3 0.8
0.9 0.6 -1.0
-1.6 -1.4 0.3
1.7 0.8 -1.3
-1.3 -0.4 0.9
-2.3 -0.5 1.3
0.3 0.0 0.0
-0.3 -0.4 0.1
0.4 0.3 0.5
0.5 0.8 -0.1
0.0 -0.4 0.1
-0.5 -0.2 0.2
0.8 0.3 -0.5
0.9 -0.1 -0.6
1.1 0.7 -0.3

Output
- orbital gap (alpha / beta) (Ha) = 0.1333 / 0.2534
- LUMO energy (alpha / beta) (eV) = 3.751 / 3.653
- E_HOMO (alpha / beta) (eV) = 0.1 / -3.2
- spin multiplicity = 2
- energy above the lowest of the compared OMol25 structures with the same formula, charge and spin (kJ/mol) = 157.00
- net charge = -1

---

(4)
# C4H9NO2

A 2-piece molecular cluster, C4H9NO2 overall (wB97M-V/def2-TZVPD, OMol25).

Cartesian coordinates (Å):
O1 -0.89426 0.96113 -1.80082
C1 -0.57272 0.53121 -0.73015
C2 0.66131 0.94935 0.07523
C3 0.54043 0.16207 1.37357
C4 -0.95712 -0.14754 1.38056
O2 -1.33435 -0.30782 0.01310
H1 0.59797 2.03436 0.21414
H2 1.57152 0.73704 -0.49015
H3 1.12416 -0.76325 1.33436
H4 0.84595 0.73416 2.25387
H5 -1.24174 -1.03911 1.94106
H6 -1.52448 0.71325 1.74889
N1 0.52177 -1.33621 -1.87636
H7 1.30368 -0.69624 -1.93187
H8 -0.09913 -1.10238 -2.64786
H9 0.86673 -2.28031 -1.97723

Atomic forces in eV per Å
-0.1 -0.1 0.0
0.2 0.4 0.3
-0.1 0.1 -0.1
0.0 0.0 0.0
-0.1 0.1 0.3
-0.2 0.3 -0.2
0.0 -0.1 0.1
-0.2 0.1 0.1
-0.1 0.2 0.0
-0.1 -0.1 -0.1
0.0 0.1 -0.2
0.0 -0.1 0.3
0.3 -0.3 -0.3
0.1 -0.2 -0.2
0.1 -0.2 0.2
0.0 0.0 -0.2

Output
- orbital gap (Ha) = 0.3934
- LUMO energy (eV) = 0.929
- E_HOMO (eV) = -9.8
- spin multiplicity = 1
- structure (SMILES) = O=C1CCCO1.N
- energy above the lowest of the compared OMol25 structures with the same formula, charge and spin (kJ/mol) = 94.11
- net charge = 0

---

(5)
# C4H9NO2

A 2-piece molecular cluster, C4H9NO2 overall (wB97M-V/def2-TZVPD, OMol25).

Cartesian coordinates (Å):
C1 2.13086 -1.43221 0.20348
C2 2.30334 -0.00802 -0.27189
C3 2.39249 0.18905 -1.76764
O1 2.36695 0.92890 0.50717
H1 2.08300 -1.46724 1.30488
H2 2.97871 -2.05303 -0.13173
H3 1.19909 -1.86024 -0.20296
H4 3.25786 -0.36083 -2.17433
H5 1.47722 -0.18298 -2.25803
H6 2.51067 1.25891 -2.00855
N1 -3.41534 1.17242 1.61501
C4 -4.12960 0.50464 0.67149
O2 -3.64472 -0.09658 -0.27009
H7 -2.39444 1.18501 1.55056
H8 -3.88544 1.65850 2.38264
H9 -5.23066 0.56370 0.84999

Atomic forces in eV per Å
-0.1 -0.3 0.5
0.0 0.6 0.5
0.1 0.4 -0.3
-0.1 -0.8 -0.6
0.0 0.1 -0.5
-0.4 0.2 0.0
0.4 0.1 0.0
-0.4 0.1 0.1
0.4 0.0 0.2
-0.1 -0.5 0.2
0.2 0.2 0.3
0.0 -0.2 -0.3
-0.3 0.4 0.6
-0.7 0.0 0.1
0.4 -0.4 -0.7
0.4 0.0 -0.1

Output
- orbital gap (Ha) = 0.3838
- LUMO energy (eV) = 0.770
- E_HOMO (eV) = -9.7
- spin multiplicity = 1
- structure (SMILES) = CC(C)=O.NC=O
- energy above the lowest of the compared OMol25 structures with the same formula, charge and spin (kJ/mol) = 88.79
- net charge = 0

---

(6)
# C4H9NO2

A 2-piece molecular cluster, C4H9NO2 overall at a distorted geometry (wB97M-V/def2-TZVPD, OMol25).

Cartesian coordinates (Å):
C1 0.52266 -2.14314 0.06952
C2 1.48731 -1.06287 -0.11156
N1 1.29501 0.20194 -0.05908
C3 0.02500 0.66381 0.30200
O1 -0.78787 0.07903 0.99465
O2 -0.15833 1.91705 -0.12573
C4 -1.38956 2.50213 0.29849
H1 -0.54035 -1.92635 -0.03375
H2 0.79716 -3.13745 -0.30942
H3 0.85534 -1.91591 1.14877
H4 2.51387 -1.42898 -0.16485
H5 -1.37264 3.52559 -0.07571
H6 -2.24030 1.95401 -0.11562
H7 -1.46795 2.49351 1.38929
H8 0.17222 -1.23012 -2.03897
H9 0.41846 -0.53920 -1.92452

Atomic forces in eV per Å
0.3 0.1 1.3
0.2 0.6 -0.7
0.3 0.0 0.5
-0.1 -0.1 0.2
0.3 0.3 -0.2
0.1 -0.1 0.0
-0.2 0.1 0.0
0.4 0.1 0.1
0.3 0.5 0.4
-1.2 -1.8 0.0
0.1 0.3 -0.2
0.0 -0.1 0.0
0.1 0.1 0.0
0.1 0.0 -0.2
-0.3 0.2 -0.6
-0.3 -0.1 -0.7

Output
- orbital gap (Ha) = 0.3904
- LUMO energy (eV) = 0.859
- E_HOMO (eV) = -9.8
- spin multiplicity = 1
- structure (SMILES) = C/C=N\C(=O)OC.[H][H]
- energy above the lowest of the compared OMol25 structures with the same formula, charge and spin (kJ/mol) = 327.68
- net charge = 0

---

(7)
# C4H9NO2

A 2-piece molecular cluster, C4H9NO2 overall (wB97M-V/def2-TZVPD, OMol25).

Cartesian coordinates (Å):
C1 -0.11111 1.90689 -1.69096
N1 -0.13312 0.51600 -1.24797
C2 0.48181 0.07320 -0.20752
C3 1.05828 -1.41958 -0.24239
O1 1.30357 -1.66898 -1.43424
O2 1.22355 -1.98513 0.82792
C4 -0.82084 -0.95280 2.18924
H1 -0.39729 2.57671 -0.87974
H2 -0.77771 2.04588 -2.54141
H3 0.91426 2.12172 -2.00260
H4 -0.27488 -0.21263 -1.95069
H5 -0.68513 -0.53563 1.18919
H6 0.79319 0.81600 0.52901
H7 0.12632 -0.93253 2.73005
H8 -1.11438 -1.99554 2.05705
H9 -1.58653 -0.35359 2.67505

Atomic forces in eV per Å
0.0 0.2 0.0
0.5 -0.3 0.2
0.2 0.3 -0.4
0.2 -0.1 0.0
-0.2 -0.2 0.1
0.2 0.1 -0.6
-0.2 0.1 0.1
0.0 -0.1 -0.1
0.0 -0.1 0.2
-0.2 0.1 0.0
0.1 0.0 0.0
-0.2 -0.1 0.4
0.0 -0.1 -0.1
-0.2 0.1 -0.1
-0.1 0.2 0.1
-0.1 -0.1 0.2

Output
- orbital gap (Ha) = 0.3217
- LUMO energy (eV) = -0.629
- E_HOMO (eV) = -9.4
- spin multiplicity = 1
- energy above the lowest of the compared OMol25 structures with the same formula, charge and spin (kJ/mol) = 271.15
- net charge = 0

---

(8)
# C4H9NO2

One molecule with the formula C4H9NO2 at a distorted geometry (wB97M-V/def2-TZVPD, OMol25).

Cartesian coordinates (Å):
C1 1.98774 -1.33066 -0.16659
N1 1.08139 -1.26144 0.99885
C2 -0.24812 -1.47001 0.56939
C3 -0.66915 0.24306 0.06000
O1 0.00105 1.00316 0.74197
O2 -1.52091 0.81162 -0.82434
C4 -1.69054 2.25946 -0.61504
H1 1.53271 -1.89083 -1.01665
H2 2.94732 -1.81921 0.07434
H3 2.16864 -0.29506 -0.48435
H4 0.91740 -0.19480 1.25317
H5 -0.84351 -1.84712 1.42548
H6 -0.39758 -2.06169 -0.32944
H7 -2.49696 2.57221 -1.28607
H8 -0.77596 2.83906 -0.82772
H9 -1.99351 2.44224 0.42701

Atomic forces in eV per Å
0.1 0.3 0.0
-0.5 0.9 -0.4
-0.9 1.3 -0.7
0.2 0.4 1.2
-0.2 -0.1 -0.3
0.0 -0.7 0.6
-0.1 -0.1 0.0
0.3 0.4 0.6
-0.4 0.3 0.0
0.3 -0.3 -0.4
1.4 -2.1 0.1
-0.4 0.9 -0.8
0.1 -0.3 0.2
0.3 -0.3 0.1
-0.3 -0.6 0.1
0.2 -0.1 -0.4

Output
- orbital gap (Ha) = 0.3672
- LUMO energy (eV) = 0.933
- E_HOMO (eV) = -9.1
- spin multiplicity = 1
- structure (SMILES) = CNCC(=O)OC
- energy above the lowest of the compared OMol25 structures with the same formula, charge and spin (kJ/mol) = 307.40
- net charge = 0

---

(9)
# C4H9NO2

A 2-piece molecular cluster, C4H9NO2 overall (wB97M-V/def2-TZVPD, OMol25).

Cartesian coordinates (Å):
C1 0.06608 -2.18884 0.19363
C2 0.91585 -1.36379 1.15073
N1 0.60746 0.05864 1.04616
C3 -0.33700 0.70478 1.44381
O1 -1.19725 1.43215 1.77107
H1 0.27775 -1.91864 -0.84490
H2 0.27232 -3.25506 0.33113
H3 -0.99924 -2.01970 0.38270
H4 0.75974 -1.68236 2.18684
H5 1.97825 -1.48524 0.92704
C4 -0.56341 2.19218 -1.61744
O2 0.62959 1.43826 -1.64265
H6 -0.35286 3.25638 -1.78885
H7 -1.22643 1.84316 -2.41750
H8 -1.11590 2.11253 -0.67194
H9 0.80207 1.07565 -0.76623

Atomic forces in eV per Å
0.0 0.0 0.0
0.0 -0.2 0.1
-0.5 0.4 0.3
-0.1 0.1 0.1
0.6 -0.5 -0.1
0.0 0.0 0.1
0.0 0.2 0.0
0.1 0.0 0.0
0.0 0.0 -0.1
-0.2 0.1 0.0
-0.4 0.2 -0.1
0.2 -0.1 0.0
0.0 -0.2 0.0
0.1 0.1 0.1
0.2 0.0 -0.2
0.0 0.0 -0.1

Output
- orbital gap (Ha) = 0.3902
- LUMO energy (eV) = 0.615
- E_HOMO (eV) = -10.0
- spin multiplicity = 1
- structure (SMILES) = CCN=C=O.CO
- energy above the lowest of the compared OMol25 structures with the same formula, charge and spin (kJ/mol) = 149.71
- net charge = 0

---

(10)
# C4H9NO2

C4H9NO2 as an isolated structure (wB97M-V/def2-TZVPD, OMol25).

Cartesian coordinates (Å):
C1 -0.22721 -1.81809 0.54128
C2 -0.03070 0.05917 0.62779
C3 1.29603 0.25740 -0.10493
O1 1.66104 1.59415 0.02442
N1 -1.27969 0.57486 0.16428
C4 -1.35088 1.38057 -0.91101
O2 -0.45252 1.97821 -1.51913
H1 -1.15240 -2.35814 0.79669
H2 0.48301 -2.02010 1.34304
H3 0.13409 -2.14729 -0.43573
H4 0.06810 0.16111 1.71288
H5 2.05988 -0.35979 0.37908
H6 1.19155 -0.05790 -1.15182
H7 1.03174 2.05883 -0.57593
H8 -1.03643 -0.82805 0.34206
H9 -2.39562 1.52508 -1.23298

Atomic forces in eV per Å
0.3 -0.1 0.0
0.1 0.0 0.1
-0.1 -0.3 0.0
-0.1 0.1 -0.1
0.0 0.1 -0.3
0.0 0.0 -0.1
-0.1 -0.2 0.3
0.0 0.2 0.0
-0.1 0.0 -0.2
0.0 0.1 0.2
0.0 -0.1 -0.2
-0.1 0.1 -0.1
0.0 0.1 0.1
0.1 0.0 0.1
-0.1 0.0 0.0
0.1 0.0 0.0

Output
- orbital gap (Ha) = 0.3588
- LUMO energy (eV) = 0.553
- E_HOMO (eV) = -9.2
- spin multiplicity = 1
- energy above the lowest of the compared OMol25 structures with the same formula, charge and spin (kJ/mol) = 496.60
- net charge = 0

---

Computed E_tot (eV) in order:
-7819.272; -7819.802; -9877.059; -9879.085; -9879.140; -9876.665; -9877.250; -9876.875; -9878.509; -9874.914